{"formula": "C14H26N3O3", "method": "wB97M-V/def2-TZVPD", "symbols": ["C", "C", "O", "O", "C", "C", "C", "C", "C", "C", "C", "N", "N", "C", "H", "H", "H", "H", "H", "H", "H", "H", "H", "H", "H", "H", "H", "H", "H", "C", "C", "C", "O", "C", "N", "H", "H", "H", "H", "H", "H", "H", "H", "H", "H", "H"], "coordinates": [[-2.21192, -3.17769, 1.23631], [-2.69891, -3.76254, -0.13318], [-2.82803, -4.93251, -0.29672], [-2.93048, -2.83599, -1.17404], [-1.72836, -2.85625, -1.99886], [-1.25892, -1.38192, -2.31072], [-0.87006, -0.56293, -1.03092], [0.62195, -0.71201, -0.52189], [1.58840, -1.45931, -1.46009], [2.53475, -0.75222, -2.35740], [3.33231, -1.68088, -3.16052], [3.33234, -3.00383, -3.21622], [2.50798, -3.60510, -2.39243], [1.70881, -2.89706, -1.57834], [-2.38220, -3.92771, 2.03659], [-2.71035, -2.19813, 1.43146], [-1.11303, -2.97061, 1.14309], [-1.94014, -3.41521, -2.95022], [-0.96370, -3.44786, -1.43853], [-2.18047, -0.88891, -2.72858], [-0.50995, -1.35410, -3.13963], [-1.55341, -0.90388, -0.20896], [-1.13590, 0.50868, -1.21989], [0.62564, -1.15190, 0.50932], [1.02532, 0.32861, -0.38976], [2.61642, 0.35092, -2.38416], [4.05389, -1.19405, -3.85997], [2.47539, -4.62905, -2.39632], [1.05317, -3.49863, -0.90314], [0.79836, 5.01461, 2.70137], [0.39072, 3.65411, 3.26164], [0.48700, 2.50865, 2.23691], [-0.55719, 2.48477, 1.27103], [-0.39211, 3.40445, 0.20423], [-0.95679, 3.76049, 3.83062], [0.02008, 5.46482, 2.08433], [0.99356, 5.71191, 3.51790], [1.70981, 4.93800, 2.10283], [1.08634, 3.41959, 4.07303], [0.40017, 1.56347, 2.78220], [1.46820, 2.49285, 1.74275], [0.65914, 3.52887, -0.07289], [-0.83379, 4.36786, 0.46126], [-0.93597, 3.01754, -0.66011], [-1.18328, 2.88832, 4.30306], [-1.61478, 3.79175, 3.05357]], "forces_ev_per_angstrom": [[-0.186, 0.399, -0.978], [-0.118, 0.410, 1.066], [-0.034, 0.039, -0.274], [1.429, -0.402, 0.616], [0.291, 0.284, -0.642], [-1.282, -0.199, 0.255], [-0.525, -0.428, -0.309], [0.193, 0.419, 0.200], [2.368, 0.685, -2.169], [-1.557, -3.903, 1.460], [0.432, 2.415, -0.511], [0.147, 0.563, -0.034], [-0.963, 2.006, 0.900], [-1.617, 0.053, 1.650], [0.084, 0.611, -0.610], [0.312, -0.855, 0.016], [-0.832, -0.213, 0.112], [0.125, 0.541, 0.853], [-0.319, 0.488, -0.533], [0.872, -0.425, 0.290], [-0.404, -0.123, 0.733], [0.613, 0.406, -0.763], [0.577, -0.888, 0.275], [0.125, 0.103, -0.986], [-0.196, -1.012, -0.129], [0.091, -0.924, -0.171], [-0.597, -0.738, 0.581], [0.172, 0.406, -0.104], [0.764, 0.360, -0.731], [0.189, 0.122, 0.060], [-0.239, 0.230, -0.296], [-0.014, -0.172, 0.290], [0.393, -0.115, -0.135], [-0.360, -0.073, 0.016], [0.080, -0.384, -0.126], [-0.017, -0.094, 0.020], [-0.055, -0.074, -0.033], [-0.025, 0.017, 0.010], [-0.038, -0.125, -0.028], [-0.111, 0.019, -0.035], [0.005, 0.163, -0.074], [0.025, 0.068, 0.092], [0.177, 0.107, -0.117], [-0.001, -0.056, 0.052], [0.007, 0.126, 0.147], [0.018, 0.165, 0.095]], "orbital_gap_ev": 5.88, "total_energy_ha": -938.68778, "charge": 1, "fmax_ev_per_a": 4.45}

***

{"formula": "CH3NOS2", "method": "wB97M-V/def2-TZVPD", "symbols": ["C", "N", "O", "S", "S", "H", "H", "H"], "coordinates": [[1.75123, 0.05809, -0.09642], [-0.81817, -0.72819, -0.18433], [-2.31984, 1.25778, -0.71381], [-1.98310, -1.23971, 0.88928], [-1.54092, 0.66846, 0.31713], [1.01317, 0.87533, -0.28839], [2.15976, -0.14673, 0.92726], [1.73788, -0.74503, -0.85073]], "forces_ev_per_angstrom": [[-0.777, -0.188, 0.262], [0.342, -0.679, -0.332], [-1.120, 0.662, -1.165], [-0.507, -1.152, 0.436], [0.983, 1.037, 1.079], [1.274, -0.625, 0.391], [-0.485, 0.402, -1.248], [0.289, 0.542, 0.577]], "orbital_gap_ev": [9.25, 7.20], "total_energy_ha": -966.09188, "de_lowest_kcal_mol": 98.5, "fmax_ev_per_a": 1.79}